Computed, not measured: a 2-piece molecular cluster, C4H9NO overall in a non-equilibrium geometry, with ωB97M-V/def2-TZVPD.

## Properties
multiplicity	1
LUMO energy	0.48	eV
Kohn-Sham gap	0.3374	hartree
SMILES	C=N/C=C/C.O
net charge	0
energy relative to the best compared isomer or geometry (same formula, charge and spin)	72.4	kcal per mole

Element x y z (Å)
O  -1.990  -0.173  1.869
N  -0.381  1.771  -0.150
C  1.453  -1.552  -0.211
C  0.526  -0.439  -0.568
C  0.535  0.758  0.037
C  -0.857  1.854  -1.335
H  -1.996  0.532  2.518
H  -0.242  1.425  -2.142
H  2.388  -1.213  0.238
H  -0.470  -0.803  -0.829
H  -1.922  1.927  -1.546
H  0.966  -2.239  0.494
H  1.768  -2.217  -1.020
H  -1.122  -0.578  1.903
H  1.343  0.947  0.742